2 unconnected molecules or ions with the total composition C4H4F7NO. Source: the OMol25 dataset; level of theory: ωB97M-V/def2-TZVPD.

Positions of all 17 atoms, in Å:
1 C 1.39948 -1.15398 1.23887
2 C -0.48131 -0.39532 0.10151
3 C -1.66227 0.45033 0.41648
4 C -0.50288 -1.44257 -1.04619
5 N 1.05367 2.09565 -0.09250
6 O 0.36620 -0.44861 1.13636
7 F -1.45542 1.84779 0.25405
8 F -1.83672 0.28866 1.73474
9 F -2.78999 0.23836 -0.19376
10 F -1.68047 -1.26393 -1.71150
11 F 0.46525 -1.34464 -1.98114
12 F -0.31697 -2.66248 -0.53536
13 F 2.37853 2.30808 -0.51400
14 H 2.07387 -0.82911 1.95929
15 H 0.43169 2.86431 -0.56303
16 H 1.72910 -1.79686 0.34776
17 H 0.82823 1.24433 -0.55159

Total charge = 0
HOMO level (spin up / spin down) = -9.14 / -9.35 eV
LUMO (spin up / spin down) = -1.300 / -0.950 eV

C4H4FN in the gas phase. Source: the OMol25 dataset; level of theory: ωB97M-V/def2-TZVPD.

Positions of all 10 atoms, in Å:
1 N -2.32009 -0.64426 0.22710
2 C -1.43324 -0.05267 -0.17614
3 C -0.26437 0.74786 -0.51811
4 C 0.60750 1.14843 0.60926
5 C 1.13330 0.07652 -0.33429
6 F 1.44441 -1.28058 0.12308
7 H -0.41837 1.49528 -1.28186
8 H 1.15842 2.01143 0.57979
9 H 0.38916 0.92927 1.61792
10 H 1.85261 0.07818 -1.09762

Total charge = 0
HOMO level = -11.05 eV
LUMO = 0.762 eV

2 unconnected molecules or ions with the total composition C4H4FN2O6. Source: the OMol25 dataset; level of theory: ωB97M-V/def2-TZVPD.

Positions of all 17 atoms, in Å:
1 C -0.31676 1.94258 -2.95868
2 C 1.47450 -0.81453 1.82719
3 C 0.14410 -1.11027 1.13175
4 C -0.46417 -0.20309 0.16754
5 N -0.64266 1.11886 0.47198
6 N -0.89981 -0.67846 -1.06652
7 O -1.33849 2.09111 -3.46938
8 O -0.10296 1.52624 1.52493
9 O -0.67281 -1.93106 -1.24356
10 O 0.71006 1.88306 -2.44262
11 O -1.19946 1.90361 -0.30979
12 O -1.21848 0.01716 -2.05543
13 F -0.76992 -1.31714 2.14956
14 H 1.37913 0.22169 1.96212
15 H 1.50692 -1.50347 2.58867
16 H 2.22257 -1.06116 1.06045
17 H 0.18824 -2.08512 0.66177

Total charge = -1
HOMO level = -5.14 eV
LUMO = 3.580 eV

Here are the calculated maximum force numbers, same order: 3.38, 2.75, 4.19 (eV/A).
Here are the calculated energy above the lowest of the compared OMol25 structures with the same formula, charge and spin numbers, same order: 38.3, 39.7, 0.0 (kcal per mole).
Here are the calculated M numbers, same order: 215.07, 85.08, 195.08 (Da).